Here is 10 unconnected molecules or ions with the total composition C31H67B2Br18N2O7 in a non-equilibrium geometry from OMol25. Energies are from ωB97M-V/def2-TZVPD.

Calculated values
lowest unoccupied orbital energy = 0.9717 eV
Kohn-Sham gap = 4.284 eV
net charge = -1
F_max = 0.0420 hartree/bohr

CARTESIAN COORDINATES (ANGSTROEM)
C 6.625 -0.693 1.938
C 7.034 -0.860 0.423
O 5.950 -1.248 -0.394
C 6.117 -2.574 -0.920
C 5.490 -3.597 0.118
C 3.990 -3.928 -0.185
O 3.322 -2.672 -0.065
C 2.832 -2.160 -1.283
C 2.657 -0.605 -1.120
N 2.003 -0.227 0.153
C 0.535 -0.064 -0.099
C -0.286 -0.497 1.195
C 0.655 -0.699 2.412
O -0.992 -1.718 0.910
O 4.002 -4.582 -1.419
B 4.255 -6.053 -1.227
O 3.872 -6.204 0.224
C 3.269 -5.026 0.699
C 3.121 -4.819 2.243
C 4.405 -4.399 3.026
N 5.596 -5.246 2.766
B 1.717 -5.143 0.222
O 0.854 -4.007 0.267
O 1.110 -6.360 -0.213
H 5.520 -0.631 2.025
H 7.136 0.155 2.430
H 6.931 -1.631 2.456
H 7.896 -1.556 0.407
H 7.399 0.123 0.045
H 5.603 -2.689 -1.893
H 7.196 -2.805 -1.117
H 5.541 -3.057 1.094
H 6.149 -4.484 0.230
H 1.804 -2.554 -1.455
H 3.500 -2.290 -2.151
H 3.657 -0.124 -1.203
H 2.075 -0.248 -2.010
H 2.319 0.725 0.327
H 0.210 -0.703 -0.942
H 0.319 1.013 -0.289
H -1.041 0.284 1.450
H 1.352 -1.547 2.262
H 1.242 0.205 2.653
H 0.009 -1.003 3.269
H -1.860 -1.477 0.587
H 3.544 -6.803 -1.852
H 5.433 -6.336 -1.335
H 2.278 -4.127 2.456
H 2.799 -5.802 2.669
H 4.155 -4.503 4.115
H 4.584 -3.313 2.877
H 5.757 -5.769 3.623
H 6.392 -4.613 2.718
H -0.049 -4.297 0.101
H 0.690 -6.129 -1.045
Br -3.357 -5.571 3.662
C -3.376 -4.202 2.276
C -3.677 -4.794 0.924
Br -2.116 -5.701 0.190
H -2.414 -3.695 2.317
H -4.162 -3.508 2.574
H -3.914 -4.009 0.207
H -4.486 -5.517 0.943
Br 8.372 -5.675 -1.073
C 9.315 -5.480 -2.758
C 10.423 -4.472 -2.640
Br 9.711 -2.658 -2.646
H 8.573 -5.213 -3.507
H 9.713 -6.469 -2.984
H 11.087 -4.525 -3.503
H 11.008 -4.581 -1.731
Br -2.516 1.820 -1.512
C -1.582 2.039 -3.209
C -0.452 3.037 -3.134
Br -1.050 4.894 -3.153
H -2.338 2.298 -3.945
H -1.183 1.050 -3.433
H 0.179 2.945 -4.017
H 0.158 2.922 -2.243
Br -5.727 8.782 -0.710
C -5.121 7.025 -1.302
C -3.621 6.971 -1.391
Br -2.972 7.889 -2.979
H -5.617 6.821 -2.248
H -5.482 6.329 -0.549
H -3.275 5.942 -1.492
H -3.130 7.431 -0.538
Br -6.855 0.631 -1.959
C -7.662 1.870 -0.691
C -6.740 3.019 -0.383
Br -5.321 2.480 0.839
H -7.932 1.293 0.189
H -8.568 2.228 -1.179
H -7.283 3.810 0.135
H -6.257 3.427 -1.267
Br 7.936 2.857 0.123
C 9.141 3.042 1.641
C 10.523 2.545 1.307
Br 10.597 0.598 1.312
H 8.686 2.511 2.472
H 9.160 4.108 1.861
H 11.237 2.859 2.067
H 10.870 2.872 0.331
Br -6.566 -3.507 -1.421
C -8.208 -4.338 -0.781
C -8.314 -4.264 0.720
Br -7.161 -5.577 1.582
H -8.215 -5.356 -1.159
H -9.013 -3.773 -1.249
H -9.322 -4.516 1.045
H -8.040 -3.292 1.121
Br -10.986 12.357 -0.347
C -9.226 11.524 -0.334
C -8.724 11.271 -1.732
Br -9.594 9.724 -2.533
H -9.312 10.618 0.261
H -8.579 12.233 0.182
H -7.663 11.025 -1.721
H -8.891 12.110 -2.402
Br -11.725 6.995 2.283
C -9.861 6.446 2.417
C -9.211 6.384 1.060
Br -9.749 4.787 0.084
H -9.846 5.494 2.942
H -9.384 7.205 3.035
H -8.130 6.308 1.156
H -9.455 7.234 0.431



Here is 4 unconnected molecules or ions with the total composition C31H67B3N2O17P4 in a non-equilibrium geometry from OMol25. Energies are from ωB97M-V/def2-TZVPD.

Calculated values
lowest unoccupied orbital energy = -1.6001 eV
Kohn-Sham gap = 6.751 eV
SMILES string = CC(C)=NB1OB(CCCNCc2ccccc2O)OB([PH2]=O)O1.CCOP(=O)(OCC)OCC.CCOP(=O)(OCC)OCC.CCOP(=O)(OCC)OCC
F_max = 0.1849 hartree/bohr

CARTESIAN COORDINATES (ANGSTROEM)
C 8.783 -0.464 -1.450
C 7.215 -0.129 -1.733
C 6.495 -0.929 -2.916
N 6.657 0.761 -0.920
B 5.849 1.769 -1.651
O 4.411 1.779 -1.391
B 3.769 2.937 -1.961
C 2.241 3.252 -1.463
C 1.555 1.963 -0.728
C 0.014 2.345 -0.511
N -0.852 1.225 -0.047
C -0.839 0.058 -0.971
C -1.098 0.407 -2.511
C -0.312 -0.469 -3.561
C -0.453 -0.324 -5.094
C -1.414 0.810 -5.613
C -2.202 1.710 -4.592
C -2.060 1.493 -3.052
O -2.792 2.327 -2.123
O 4.344 3.840 -2.933
B 5.457 3.106 -3.538
P 5.435 2.746 -5.420
O 4.959 1.271 -5.667
O 6.487 2.678 -2.614
H 9.090 -1.352 -2.097
H 8.816 -0.786 -0.340
H 9.407 0.477 -1.599
H 5.780 -1.719 -2.479
H 7.323 -1.532 -3.457
H 6.010 -0.277 -3.719
H 2.210 4.156 -0.747
H 1.586 3.458 -2.393
H 2.095 1.805 0.283
H 1.725 0.990 -1.317
H -0.011 3.142 0.330
H -0.343 2.879 -1.458
H -1.816 1.568 0.066
H -1.720 -0.621 -0.643
H 0.119 -0.563 -0.884
H 0.386 -1.293 -3.167
H 0.126 -1.019 -5.804
H -1.542 0.950 -6.736
H -2.886 2.529 -5.027
H -2.334 3.197 -2.029
H 4.471 3.574 -6.126
H 6.687 2.953 -6.086
O -5.460 -2.302 3.900
P -4.199 -2.956 3.324
O -4.069 -1.985 1.992
C -3.552 -0.673 2.169
C -2.043 -0.697 2.328
O -4.973 -4.232 2.597
C -6.179 -4.753 3.142
C -7.375 -4.210 2.384
O -2.747 -3.713 2.809
C -2.031 -4.416 3.827
C -2.773 -5.652 4.298
H -4.028 -0.193 3.031
H -3.818 -0.098 1.279
H -1.758 -1.183 3.266
H -1.642 0.317 2.335
H -1.575 -1.256 1.516
H -6.252 -4.542 4.213
H -6.144 -5.841 3.035
H -7.378 -3.119 2.359
H -8.310 -4.551 2.837
H -7.346 -4.546 1.344
H -1.836 -3.737 4.665
H -1.065 -4.704 3.405
H -3.688 -5.381 4.832
H -2.152 -6.242 4.976
H -3.065 -6.276 3.450
O -5.680 5.268 -1.290
P -5.550 6.304 -0.168
O -3.922 6.558 -0.328
C -3.476 7.369 -1.405
C -3.700 8.841 -1.109
O -5.484 5.213 1.081
C -6.153 3.960 0.984
C -5.170 2.870 0.605
O -5.530 7.508 1.056
C -6.794 8.115 1.335
C -7.762 7.147 1.989
H -3.979 7.077 -2.333
H -2.408 7.180 -1.532
H -4.768 9.074 -1.076
H -3.241 9.462 -1.880
H -3.277 9.112 -0.139
H -6.988 4.011 0.279
H -6.580 3.740 1.967
H -4.626 3.114 -0.309
H -5.683 1.915 0.463
H -4.419 2.751 1.392
H -7.215 8.516 0.406
H -6.609 8.959 2.004
H -8.056 6.356 1.292
H -8.668 7.664 2.312
H -7.302 6.663 2.853
O 4.310 -4.380 -0.449
P 4.802 -4.814 0.937
O 6.128 -3.828 0.989
C 5.924 -2.450 1.270
C 5.673 -2.229 2.751
O 5.571 -6.197 0.431
C 5.099 -6.911 -0.705
C 5.934 -6.568 -1.925
O 5.221 -5.319 2.523
C 4.156 -5.901 3.280
C 3.727 -7.245 2.723
H 5.096 -2.059 0.670
H 6.830 -1.919 0.971
H 4.718 -2.669 3.053
H 5.645 -1.163 2.981
H 6.454 -2.701 3.352
H 4.037 -6.722 -0.880
H 5.200 -7.978 -0.485
H 5.964 -5.492 -2.105
H 5.539 -7.061 -2.817
H 6.968 -6.888 -1.775
H 3.310 -5.204 3.307
H 4.515 -6.024 4.304
H 3.254 -7.131 1.744
H 3.009 -7.729 3.389
H 4.589 -7.903 2.591



Here is 6 unconnected molecules or ions with the total composition C31H67N2O10P from OMol25. Energies are from ωB97M-V/def2-TZVPD.

Calculated values
energy above the lowest of the compared OMol25 structures with the same formula, charge and spin = 0.0 kcal per mole
lowest unoccupied orbital energy = 0.4389 eV
Kohn-Sham gap = 8.530 eV
SMILES string = CCOCCO[C@](COC)(NP(CC)CC)OCCNC[C@H](C)O.CC(C)=O.CC(C)=O.CC(C)=O.CC(C)=O.CC(C)=O
F_max = 0.0111 hartree/bohr

CARTESIAN COORDINATES (ANGSTROEM)
C -2.745 2.439 -1.880
C -1.241 2.675 -1.835
O -0.630 1.709 -0.997
C 0.526 1.068 -1.520
C 0.170 -0.037 -2.514
O -0.153 -1.310 -1.967
C 0.813 -2.039 -1.246
C 2.233 -1.962 -1.863
O 2.965 -0.875 -1.367
C 4.328 -0.939 -1.731
N 0.343 -3.422 -1.276
P 0.442 -4.336 0.189
C -0.078 -5.955 -0.520
C -0.567 -6.937 0.559
C 2.244 -4.618 0.481
C 2.442 -5.400 1.792
O 0.915 -1.630 0.083
C -0.274 -1.204 0.733
C -0.016 -1.275 2.249
N 1.340 -0.868 2.602
C 1.522 0.271 3.497
C 2.395 1.332 2.835
C 3.895 1.006 2.895
O 2.107 2.581 3.496
H -3.018 1.733 -2.666
H -3.298 3.364 -2.037
H -3.048 1.993 -0.931
H -1.029 3.673 -1.438
H -0.819 2.619 -2.844
H 1.065 0.673 -0.664
H 1.175 1.796 -2.020
H -0.749 0.266 -3.021
H 0.939 -0.120 -3.289
H 2.156 -1.903 -2.958
H 2.743 -2.904 -1.630
H 4.756 0.051 -1.580
H 4.863 -1.654 -1.096
H 4.458 -1.224 -2.781
H 0.706 -3.890 -2.101
H 0.716 -6.411 -1.119
H -0.894 -5.710 -1.204
H 0.235 -7.601 0.882
H -0.943 -6.403 1.432
H -1.369 -7.569 0.175
H 2.709 -5.171 -0.340
H 2.715 -3.637 0.558
H 3.422 -5.207 2.226
H 1.685 -5.119 2.530
H 2.331 -6.472 1.627
H -1.101 -1.876 0.494
H -0.537 -0.184 0.450
H -0.737 -0.619 2.744
H -0.183 -2.309 2.561
H 1.862 -1.663 2.934
H 0.571 0.729 3.777
H 2.007 -0.048 4.426
H 2.094 1.410 1.787
H 4.340 0.992 1.902
H 4.068 0.028 3.349
H 4.410 1.753 3.495
H 2.294 3.298 2.884
C 8.449 -1.621 0.235
C 7.852 -2.801 -0.494
O 6.765 -3.241 -0.203
C 8.681 -3.402 -1.604
H 7.764 -1.276 1.005
H 9.400 -1.905 0.690
H 8.650 -0.810 -0.468
H 9.640 -3.745 -1.212
H 8.887 -2.648 -2.367
H 8.148 -4.238 -2.050
C -6.224 1.215 -0.334
C -6.392 2.589 -0.929
O -6.951 2.770 -1.987
C -5.823 3.741 -0.133
H -6.668 0.472 -0.992
H -5.165 0.995 -0.194
H -6.692 1.162 0.650
H -4.750 3.601 0.009
H -6.284 3.777 0.855
H -6.004 4.677 -0.657
C -5.106 -2.389 3.888
C -4.827 -1.536 2.676
O -5.477 -0.546 2.428
C -3.691 -1.969 1.782
H -5.940 -1.974 4.449
H -5.341 -3.409 3.580
H -4.220 -2.432 4.524
H -3.867 -2.976 1.400
H -2.757 -1.982 2.346
H -3.600 -1.276 0.948
C -11.216 6.022 -3.810
C -9.708 5.985 -3.906
O -9.096 6.835 -4.512
C -9.016 4.841 -3.212
H -11.600 6.887 -4.345
H -11.640 5.110 -4.233
H -11.522 6.073 -2.763
H -9.367 3.889 -3.613
H -9.247 4.852 -2.145
H -7.941 4.906 -3.345
C 7.035 5.348 1.015
C 5.921 4.348 1.217
O 6.081 3.332 1.850
C 4.589 4.683 0.587
H 7.937 4.999 1.511
H 7.230 5.480 -0.051
H 6.744 6.318 1.421
H 4.701 4.799 -0.492
H 4.212 5.627 0.984
H 3.877 3.885 0.792



Here is a molecular structure, C31H68BClI2N8O8P4S in a non-equilibrium geometry from OMol25. Energies are from ωB97M-V/def2-TZVPD.

Calculated values
lowest unoccupied orbital energy = -0.9352 eV
Kohn-Sham gap = 6.551 eV
F_max = 0.1477 hartree/bohr

CARTESIAN COORDINATES (ANGSTROEM)
C 1.884 -0.726 5.971
B 2.211 0.818 5.631
O 2.848 1.633 6.588
C 1.732 1.398 4.156
I 1.272 3.509 4.727
O 0.429 0.804 4.053
S -0.377 0.904 2.648
O -0.998 2.204 2.511
O -1.457 -0.094 2.699
C 0.767 0.355 1.359
C 0.269 0.483 -0.147
C -0.796 1.586 -0.471
C -2.306 1.090 -0.391
C -2.639 0.231 -1.690
N -3.800 -0.677 -1.417
C 0.901 -1.240 1.514
O 0.969 -1.709 2.873
C 0.412 -3.014 2.868
C -0.599 -3.265 3.890
C -1.262 -4.578 3.954
C -0.886 -5.593 2.958
C 0.144 -5.335 1.948
C 0.822 -4.049 1.893
C 2.141 1.155 1.499
P 2.110 2.852 0.604
N 1.174 3.929 1.296
C 2.773 1.236 2.995
C 3.890 2.373 2.950
C 4.927 2.454 4.129
C 4.949 3.942 4.746
I 7.025 2.142 3.502
P 3.778 -0.422 3.003
O 4.710 -0.590 4.381
Cl 5.297 -0.331 1.495
H 0.768 -0.822 6.122
H 2.170 -1.390 5.110
H 2.421 -1.064 6.895
H 3.652 1.163 6.878
H 1.167 0.656 -0.812
H -0.157 -0.480 -0.555
H -0.645 2.572 0.057
H -0.658 1.846 -1.569
H -2.511 0.440 0.494
H -2.991 1.982 -0.444
H -1.773 -0.446 -1.955
H -2.829 0.871 -2.592
H -3.888 -1.355 -2.184
H -3.526 -1.262 -0.615
H -0.083 -1.650 1.145
H 1.772 -1.549 0.879
H -0.919 -2.505 4.643
H -2.025 -4.783 4.747
H -1.371 -6.601 2.936
H 0.429 -6.097 1.187
H 1.598 -3.755 1.148
H 2.839 0.572 0.812
H 1.665 2.698 -0.744
H 3.438 3.389 0.489
H 1.783 4.719 1.540
H 3.479 3.423 2.872
H 4.481 2.265 1.993
H 4.791 1.792 5.006
H 4.772 4.726 3.971
H 4.163 3.930 5.553
H 5.935 4.034 5.267
H 5.673 -0.604 4.199
O -1.183 -6.972 -0.982
P -2.070 -7.952 -1.754
N -0.845 -8.370 -2.876
C -0.571 -7.852 -4.195
C 0.185 -9.286 -2.417
N -3.181 -6.740 -2.270
C -3.612 -6.433 -3.620
C -3.150 -5.475 -1.524
N -3.152 -9.161 -2.504
C -3.426 -10.231 -1.526
C -3.034 -9.772 -3.814
H -0.569 -8.668 -4.932
H 0.407 -7.364 -4.251
H -1.306 -7.132 -4.541
H -0.180 -10.322 -2.429
H 0.489 -9.049 -1.392
H 1.088 -9.247 -3.030
H -2.852 -5.887 -4.187
H -4.503 -5.796 -3.603
H -3.934 -7.307 -4.182
H -2.300 -4.854 -1.818
H -3.103 -5.653 -0.450
H -4.063 -4.895 -1.690
H -2.538 -10.854 -1.365
H -4.250 -10.873 -1.845
H -3.711 -9.796 -0.561
H -2.201 -10.482 -3.883
H -2.936 -9.046 -4.618
H -3.953 -10.324 -4.039
O 1.800 6.891 -2.339
P 0.614 7.851 -2.204
N -0.451 6.649 -1.617
C -1.416 5.835 -2.315
C -0.299 6.255 -0.224
N 0.523 8.184 -3.894
C -0.623 8.062 -4.772
C 1.714 7.847 -4.684
N -0.664 9.080 -1.968
C -0.233 10.024 -0.920
C -2.091 8.864 -1.817
H -2.414 5.964 -1.872
H -1.173 4.769 -2.258
H -1.516 6.083 -3.367
H -0.763 6.996 0.443
H 0.757 6.179 0.042
H -0.747 5.286 -0.005
H -0.845 7.022 -5.030
H -0.440 8.583 -5.718
H -1.519 8.544 -4.385
H 1.781 6.773 -4.875
H 2.624 8.175 -4.181
H 1.706 8.360 -5.650
H -0.249 9.551 0.068
H -0.865 10.915 -0.892
H 0.791 10.362 -1.115
H -2.356 8.409 -0.855
H -2.519 8.261 -2.614
H -2.609 9.827 -1.878



Look up the lowest unoccupied orbital energy of the fourth one.
-0.9352 eV



Which of these has the highest Kohn-Sham gap?
C31H67N2O10P



Which value of F_max does entry 1 give?
0.0420 hartree/bohr